1.
18
Properties=species:S:1:pos:R:3:forces:R:3:mulliken_charge:R:1 method="wB97M-V/def2-TZVPD" orbital_gap_ha="0.2945 / 0.1521" s_squared=0.752 multiplicity=2 homo_ha="-0.6591 / -0.6588" lumo_ev="-9.9 / -13.8" charge=+2
N -2.8525 -0.1961 -1.0007 0.61 -0.23 0.06 -0.47
C -1.8269 -0.2362 -0.1091 -0.87 -0.88 -0.53 0.64
N -1.6776 -1.3831 0.5978 0.14 0.55 -0.77 -0.37
N -1.0604 0.8128 0.0808 1.75 -0.13 0.34 -0.50
H -2.7615 0.4218 -1.7959 -0.10 0.28 0.29 0.25
H -3.2498 -1.0792 -1.2886 -0.26 0.03 0.28 0.25
H -2.1884 -2.1853 0.2690 -0.02 -0.19 0.13 0.24
H -0.7898 -1.5860 1.0159 -0.05 0.03 0.45 0.21
H -1.4302 1.6444 -0.3634 0.30 0.11 0.01 0.18
C 2.5261 0.3707 0.4607 -1.01 1.83 0.81 0.20
C 2.4810 -0.5332 -0.5837 0.79 -0.75 -1.03 -0.45
N 1.3571 1.0941 0.8762 2.61 -0.38 0.45 -0.47
H 3.4501 0.6366 0.9740 0.05 -0.60 0.16 0.45
H 3.3571 -1.1672 -0.7314 -0.12 0.00 -0.01 0.31
H 1.6770 -0.6372 -1.3066 -0.24 0.12 0.24 0.34
H 1.4298 2.0749 0.5506 -0.12 -0.08 -0.14 0.42
H 0.1435 0.7821 0.4521 -3.33 0.03 -0.70 0.34
H 1.4156 1.1660 1.9025 -0.13 0.26 -0.04 0.39

2.
13
Properties=species:S:1:pos:R:3:forces:R:3:mulliken_charge:R:1 method="wB97M-V/def2-TZVPD" orbital_gap_ha=0.3596 homo_ha=-0.3244 lumo_ev=1.0
C -2.0902 -0.6961 0.2006 -1.17 -0.16 0.21 -0.73
O -1.0219 -0.0656 -0.3962 1.76 0.59 -0.80 -0.34
C 0.1664 -0.7525 -0.3469 -0.30 0.56 0.60 -0.38
C 1.2918 -0.1107 -0.1116 0.92 2.36 -0.17 0.48
C 1.4098 1.4351 -0.0155 -0.72 -1.05 0.30 -0.98
Cl 2.8359 -0.9316 -0.0165 -0.47 -0.06 -0.10 -0.22
H -2.9055 0.0558 0.2005 0.32 -0.73 0.20 0.21
H -1.8499 -1.0570 1.1968 -0.07 0.26 0.42 0.36
H -2.3595 -1.5744 -0.3721 -0.47 -0.29 -0.28 0.30
H 0.1670 -1.8132 -0.4166 -0.36 -0.86 -0.18 0.42
H 0.4176 1.9111 -0.0119 0.35 -0.33 -0.13 0.28
H 1.9205 1.7362 0.8838 0.13 -0.16 0.61 0.31
H 2.0181 1.8630 -0.7944 0.08 -0.13 -0.67 0.29

3.
60
Properties=species:S:1:pos:R:3:forces:R:3:mulliken_charge:R:1 method="wB97M-V/def2-TZVPD" orbital_gap_ha=0.3556 smiles=COC[C@H](C)N.COC[C@H](C)N.OCCO.OCCO.O.O homo_ha=-0.3398 lumo_ev=0.4
C 3.9274 19.4980 13.5503 0.66 0.73 -0.46 -0.75
O 3.0596 18.5221 13.0504 -0.26 0.01 0.46 -0.35
C 2.0070 18.1446 13.9094 0.03 -1.97 -1.46 0.88
C 1.4300 16.8356 13.2396 -0.11 1.31 -0.03 0.19
C 0.4248 17.1321 12.1540 -0.66 0.76 -0.40 -1.42
N 0.8683 15.9712 14.2904 1.21 -0.53 -1.00 -0.65
H 4.4809 19.8702 12.6883 -0.23 0.31 -0.08 0.27
H 4.7281 19.1549 14.2055 -0.26 -0.64 0.44 0.30
H 3.4116 20.3177 14.0504 -0.16 0.13 -0.06 0.26
H 2.3346 17.9083 14.9218 0.25 0.06 0.16 0.39
H 1.2087 18.8829 13.9856 0.18 0.14 0.25 -0.56
H 2.2011 16.2819 12.7041 0.75 0.37 0.36 0.43
H 0.0716 16.2785 11.5754 0.16 -0.39 0.33 0.46
H 0.8454 17.7961 11.3989 0.22 0.17 0.10 0.39
H -0.4691 17.6176 12.5455 -0.07 -0.06 0.18 0.20
H 0.8211 15.1396 13.7191 -1.10 -0.88 0.29 0.28
H 1.7182 15.7341 14.7818 0.05 -0.05 1.06 0.28
C -5.0322 23.2093 14.5620 0.39 0.31 -0.16 -0.68
O -4.9580 22.9676 13.1711 0.09 0.20 0.01 -0.34
C -5.4639 21.6940 12.7741 0.45 1.51 0.27 -0.65
C -5.4624 21.4915 11.2241 -1.65 0.97 1.34 0.52
C -6.4247 22.4612 10.4859 1.19 0.56 0.61 -1.43
N -5.8678 20.1251 11.0632 0.21 -0.90 -0.94 -0.69
H -4.4577 22.4825 15.1362 0.19 -0.23 0.03 0.22
H -6.0311 23.2343 14.9976 -0.45 -0.22 -0.37 0.32
H -4.6127 24.1992 14.7412 0.13 -0.06 -0.09 0.26
H -4.9114 20.9280 13.3183 0.51 -0.41 -0.33 0.22
H -6.4482 21.6451 13.2399 -0.71 -0.32 -0.64 0.47
H -4.5182 21.7161 10.7280 0.42 -0.45 0.59 0.27
H -6.0918 22.4945 9.4485 -0.75 -0.35 -0.21 0.36
H -6.1868 23.4657 10.8357 0.06 0.13 0.22 0.32
H -7.4963 22.3636 10.6598 0.07 -0.57 -0.25 0.35
H -5.2605 19.5307 11.6090 0.03 -0.28 -0.06 0.27
H -6.8085 19.9772 11.3998 -0.13 0.08 -0.01 0.27
O -0.0680 20.5561 12.6980 0.30 1.19 0.22 -0.70
C -1.4608 20.3704 12.8738 0.09 -1.36 0.36 -0.16
C -1.7950 20.5432 14.3520 -1.02 0.62 0.83 -0.15
O -1.0273 19.7714 15.2916 0.85 0.42 -1.02 -0.65
H 0.3262 19.8156 13.1649 0.28 0.09 -0.23 -0.30
H -2.0378 21.0314 12.2271 0.16 0.34 0.28 0.15
H -1.5509 19.3732 12.4428 -1.25 -0.32 0.53 0.32
H -2.7900 20.3877 14.7689 -0.83 -0.36 -1.45 0.48
H -1.6762 21.5935 14.6180 0.62 0.38 -0.40 0.17
H -1.2346 20.2713 16.0845 0.39 -0.37 1.11 0.11
O 1.0960 22.0014 15.8878 -0.76 1.12 1.02 -0.52
C 0.2568 22.7829 16.7943 0.73 -1.23 1.15 -0.42
C -0.1213 22.0302 18.1710 1.16 0.01 -1.13 -0.37
O -0.9861 20.9078 17.9556 -0.53 0.53 -0.58 -0.53
H 0.7263 21.1378 15.6900 -0.56 -0.14 0.03 0.33
H 0.8589 23.6647 17.0133 0.31 -0.24 0.45 0.39
H -0.6136 23.2700 16.3546 -0.47 -0.77 -0.46 0.24
H -0.5015 22.7259 18.9190 -0.54 0.21 -0.30 0.30
H 0.7559 21.5949 18.6498 0.57 0.42 -0.37 0.31
H -0.7321 20.1845 18.5334 0.03 0.06 0.01 0.29
O -0.0427 21.0856 10.0055 -0.25 0.07 -0.76 -0.71
H 0.7677 21.5910 9.9417 0.15 0.09 -0.02 0.29
H -0.1699 20.9536 10.9450 0.32 -0.15 0.45 0.42
O -1.5076 17.0484 15.0955 -1.03 -0.01 0.15 -0.72
H -1.2629 17.9578 15.2671 -0.07 0.45 0.10 0.36
H -0.6746 16.5983 14.9549 0.59 -0.47 -0.15 0.43

4.
10
Properties=species:S:1:pos:R:3:forces:R:3:mulliken_charge:R:1 method="wB97M-V/def2-TZVPD" orbital_gap_ha=0.3031 homo_ha=-0.3276 lumo_ev=-0.7
O -1.8961 0.5396 0.2529 -0.04 -0.02 -0.02 -0.49
C -0.5734 0.1836 0.4106 0.21 -0.03 0.06 0.43
C 0.5453 1.1265 0.2051 0.04 -0.37 -0.28 -0.74
C 1.4885 0.2501 -0.3617 0.13 0.17 0.01 -0.19
N 1.0359 -0.9986 -0.6476 -0.32 0.25 0.21 -0.46
N -0.2045 -1.0463 -0.3026 0.18 -0.06 -0.05 0.20
H -1.8812 1.4439 -0.0725 -0.12 0.17 -0.05 0.37
H -0.3330 -0.0411 1.4732 -0.01 -0.15 0.09 0.20
H 2.5100 0.4762 -0.6416 -0.14 -0.07 0.03 0.42
H -0.6914 -1.9339 -0.3158 0.07 0.13 -0.01 0.26

5.
14
Properties=species:S:1:pos:R:3:forces:R:3:mulliken_charge:R:1 method="wB97M-V/def2-TZVPD" orbital_gap_ha=0.3336 smiles="O[C@@H]1[C@@H]2NN=CO[C@@H]12" homo_ha=-0.3139 lumo_ev=0.5
O -2.3519 0.2139 -0.4587 1.46 0.42 -1.14 -0.51
C -1.3129 -0.4091 0.2877 -5.71 -1.04 2.99 0.06
C -0.2212 0.4079 0.7361 2.64 0.15 -0.12 -0.27
N 0.5021 1.4903 0.1078 -0.69 0.66 -0.88 -0.23
N 1.8152 1.0007 -0.3533 -0.03 -1.05 2.18 -0.46
C 2.1018 -0.2290 -0.0346 2.37 0.37 -2.68 0.00
O 1.3159 -1.3298 -0.0418 -2.75 -0.55 1.17 -0.33
C 0.0054 -0.7491 -0.3019 1.00 -0.29 -0.81 -0.17
H -3.0675 -0.3871 -0.6501 -0.09 -0.51 -0.04 0.33
H -2.0128 -0.8355 1.1633 2.74 -0.13 -1.48 0.32
H 0.0880 0.2042 1.8360 -0.27 0.14 -2.18 0.24
H -0.0543 1.7645 -0.7281 0.84 0.17 0.70 0.39
H 3.1564 -0.6707 -0.1387 -1.30 1.44 0.26 0.32
H 0.0360 -0.4711 -1.4237 -0.23 0.24 2.04 0.31

6.
61
Properties=species:S:1:pos:R:3:forces:R:3:mulliken_charge:R:1 method="wB97M-V/def2-TZVPD" orbital_gap_ha=0.2703 homo_ha=-0.5103 lumo_ev=-6.5 charge=+2
Zr -1.4354 -0.9355 -1.6145 -1.08 0.59 0.42 1.20
C -3.7351 -1.2913 -2.4649 -0.10 -0.06 -0.15 -0.44
C -2.8610 -2.1280 -3.2068 -0.09 -0.06 -0.04 -0.46
C -2.0167 -1.3016 -3.9793 -0.07 -0.04 -0.13 -0.62
C -2.3362 0.0411 -3.6892 -0.15 -0.03 -0.19 -0.61
C -3.4149 0.0444 -2.7669 -0.07 0.03 -0.18 -0.37
H -4.5433 -1.6313 -1.8351 0.07 0.00 0.09 0.58
H -2.8731 -3.2071 -3.2159 0.06 0.00 0.06 0.55
H -1.2618 -1.6428 -4.6700 0.06 0.02 0.06 0.53
H -1.9037 0.9108 -4.1621 0.08 0.01 0.09 0.57
H -3.9338 0.9238 -2.4190 0.06 0.00 0.07 0.61
C -2.6046 -2.5425 2.3560 0.00 0.07 0.04 -1.46
C -2.6920 -1.4013 1.4044 0.18 0.04 -0.09 0.53
O -2.2100 -1.4949 0.2430 -0.38 -0.12 0.04 -0.57
N -3.2821 -0.2755 1.7564 0.06 0.02 0.07 0.03
C -3.5575 0.7945 0.7947 -0.05 -0.04 0.04 -1.41
C -2.3666 1.6167 0.3540 0.03 0.01 -0.05 0.75
C -2.0964 2.8318 0.9543 -0.02 0.00 0.01 -0.86
C -1.0698 3.6328 0.4703 0.01 0.03 0.02 -0.52
C -0.3445 3.2052 -0.6270 -0.05 -0.03 0.00 -0.85
C -0.6653 1.9779 -1.1733 0.15 0.04 -0.03 -0.12
N -1.6360 1.1896 -0.6959 0.14 0.02 0.04 0.58
H -1.7653 -3.1769 2.0865 0.02 0.00 0.01 0.33
H -3.5222 -3.1307 2.2827 0.00 -0.01 -0.02 0.37
H -2.5049 -2.1951 3.3834 -0.01 -0.03 0.01 0.49
H -3.6500 -0.2009 2.6934 -0.02 0.03 -0.02 0.30
H -4.2842 1.4550 1.2611 0.00 0.00 -0.01 0.66
H -4.0353 0.3480 -0.0772 0.00 0.02 -0.01 0.02
H -2.7035 3.1622 1.7866 0.00 0.01 0.00 0.54
H -0.8560 4.5853 0.9368 0.00 0.00 0.00 0.46
H 0.4534 3.7929 -1.0571 0.00 0.01 0.01 0.53
H -0.1041 1.6082 -2.0302 0.02 -0.03 0.03 0.39
O 0.4564 -1.1934 -2.3800 0.58 -0.08 -0.28 -0.56
C 0.6024 -2.1942 -1.5546 0.24 0.02 -0.01 0.91
O -0.4496 -2.8533 -1.3322 0.36 -0.17 0.20 -0.64
C 1.7656 -2.1967 -0.6448 0.10 -0.07 -0.05 -1.13
P 1.4128 -0.5602 0.2326 -0.25 -0.26 -0.19 1.59
C 2.1131 -0.7903 1.8761 0.02 -0.03 0.05 0.15
C 3.4818 -0.9822 2.0755 -0.01 0.00 0.01 -0.39
C 3.9702 -1.1793 3.3551 -0.02 0.00 -0.01 -0.74
C 3.1005 -1.1792 4.4410 0.03 -0.01 0.01 -0.50
C 1.7417 -0.9811 4.2518 0.01 0.01 -0.04 -0.64
C 1.2491 -0.7873 2.9680 -0.01 -0.01 0.06 -0.24
C 2.5213 0.6248 -0.5842 0.05 0.16 0.17 0.35
C 2.7627 1.8058 0.1266 0.03 0.00 0.00 -0.62
C 3.5603 2.8019 -0.4117 0.00 -0.03 -0.02 -0.80
C 4.1219 2.6348 -1.6720 0.00 0.03 -0.01 -0.51
C 3.8804 1.4721 -2.3863 -0.02 -0.01 0.01 -0.78
C 3.0807 0.4707 -1.8483 -0.03 -0.02 -0.06 -0.40
H 2.7346 -2.2004 -1.1405 -0.03 0.02 -0.05 0.54
H 1.6774 -3.0161 0.0639 0.10 -0.01 0.01 0.58
H 4.1650 -0.9667 1.2345 -0.01 0.00 -0.01 0.40
H 5.0300 -1.3300 3.5093 0.00 0.00 0.01 0.44
H 3.4898 -1.3296 5.4390 0.00 0.00 0.00 0.41
H 1.0714 -0.9715 5.1007 0.00 0.00 0.00 0.43
H 0.1875 -0.6207 2.8161 0.00 0.00 -0.02 0.30
H 2.3502 1.9362 1.1218 0.00 -0.01 0.00 0.50
H 3.7585 3.7003 0.1578 0.01 0.00 0.00 0.47
H 4.7531 3.4059 -2.0926 0.00 0.00 0.01 0.45
H 4.3206 1.3333 -3.3645 0.01 0.01 0.00 0.45
H 2.9023 -0.4184 -2.4372 0.00 -0.03 0.02 0.28

What did we get for relative energy (zero: lowest compared OMol25 entry of this formula, charge and spin)? Answer: 209.3; 126.0; 103.2; 437.1; 662.5; 64.0 kJ/mol, in the order shown.
What did we get for energy? Answer: -9229.7474; -18830.2229; -32416.9477; -8199.3550; -11314.1751; -48119.7504 eV, in the order shown.